Arrangement P

The following is a quantum chemistry calculation of a 2-piece molecular cluster, H2NOS2 overall, from the Open Molecules 2025 dataset.

Results
Orbital gap (spin up / spin down): 6.16 / 6.16 eV
LUMO (spin up / spin down): 0.129 / 0.129 hartree
Net charge: -1
Multiplicity: 1
Highest occupied orbital energy (spin up / spin down): -2.64 / -2.65 eV

Structure (XYZ):
```
6
Properties=species:S:1:pos:R:3:mulliken_charge:R:1
N -0.601 0.413 0.192 0.18
O -0.772 1.437 -0.404 -0.34
S 1.948 -0.185 -0.114 -0.71
S -1.611 -0.981 -0.150 -0.22
H 1.615 0.970 0.098 -0.04
H -0.580 -1.654 0.378 0.14
```

=====

Arrangement Q

The following is a quantum chemistry calculation of a 2-piece molecular cluster, H2NOS2 overall, from the Open Molecules 2025 dataset.

Results
Orbital gap: 6.35 eV
LUMO: 0.141 hartree
Net charge: -1
Multiplicity: 1
Highest occupied orbital energy: -2.50 eV

Structure (XYZ):
```
6
Properties=species:S:1:pos:R:3:mulliken_charge:R:1
N -0.019 -1.584 -2.123 -0.24
O 0.404 0.527 0.360 -0.68
S 0.302 -1.453 -3.703 -0.42
S 0.349 -2.636 -0.977 -0.33
H -0.459 0.836 0.751 0.29
H 0.320 0.107 -0.529 0.38
```

=====

Most favorable first, least favorable last: arrangement Q, arrangement P